No. 1
The following is a DFT calculation (ωB97M-V/def2-TZVPD) of the molecule C6H7N5S.

Properties
- gap between HOMO and LUMO (spin up / spin down) (eV) = 7.42 / 6.88
- HOMO (spin up / spin down) (eV) = -8.9 / -8.7
- electronic energy (a.u.) = -904.5996
- relative energy (zero: lowest compared OMol25 entry of this formula, charge and spin) (kcal/mol) = 120.13
- charge = 0
- multiplicity = 1

Last column: Mulliken charge in e.
Cartesian coordinates (Å):
C: -1.6138 2.2414 0.2331  -0.18
C: 0.6773 -1.7085 -0.6537  -0.11
C: 1.7126 -0.4488 0.9205  -0.61
C: -0.8158 1.0441 0.6367  0.36
C: -0.0508 -0.6534 -1.2281  -0.27
C: 0.2299 0.6856 -0.5226  0.12
N: -2.2690 3.1359 -0.0624  -0.43
N: 1.4172 -1.7464 0.3907  -0.52
N: -1.7514 0.0452 0.9069  -0.46
N: 1.5055 0.7314 0.0805  -0.52
N: -1.9405 -0.8642 0.0762  0.21
S: -3.0228 -1.9553 -0.1938  -0.16
H: 0.5251 -2.6882 -1.0731  0.43
H: 1.0817 -0.1321 1.9079  0.27
H: 2.7824 -0.4174 1.2565  0.41
H: -0.1482 1.4937 1.4839  0.31
H: -0.7247 -0.7314 -2.1973  0.35
H: 0.1910 1.3887 -1.3684  0.46
H: 2.2141 0.5796 -0.5933  0.33

Atomic forces in eV per Å
C 0.061 -0.293 -0.047
C -0.420 -2.470 -0.877
C -0.138 1.914 3.669
C 1.806 2.695 -1.080
C -2.059 1.796 0.097
C -1.559 -0.470 -2.113
N 0.090 0.031 -0.030
N 0.086 1.218 0.382
N -1.269 -2.299 0.475
N 1.178 -1.013 0.771
N 1.364 2.038 0.542
S -0.326 -0.580 0.013
H -0.160 -0.389 -0.450
H 1.284 -1.653 -1.812
H -0.956 -0.143 -0.232
H -1.431 -1.555 -0.907
H 1.844 0.095 2.233
H -0.152 0.455 0.727
H 0.757 0.624 -1.362

No. 2
The following is a DFT calculation (ωB97M-V/def2-TZVPD) of the molecule C6H7NO.

Properties
- gap between HOMO and LUMO (eV) = 8.20
- HOMO (eV) = -8.3
- electronic energy (a.u.) = -362.5965
- relative energy (zero: lowest compared OMol25 entry of this formula, charge and spin) (kcal/mol) = 136.16
- charge = 0
- multiplicity = 1

Last column: Mulliken charge in e.
Cartesian coordinates (Å):
C: -1.5521 0.4843 -0.0277  -0.67
C: -1.8164 -0.7448 -0.4865  -0.77
C: 0.5836 -0.4490 0.2390  -0.52
C: 0.2743 2.1192 0.6074  -0.76
C: -0.2418 0.7711 0.5453  1.07
C: 0.4832 -2.2367 -1.2107  -0.21
N: -0.1828 -1.3409 -0.5690  0.16
O: -0.1735 1.4766 1.7447  -0.50
H: -2.3356 1.1209 0.1139  0.51
H: 1.5123 -0.1318 -0.1523  0.45
H: 0.6764 -0.8597 1.3619  0.19
H: 1.3492 2.2480 0.7576  0.24
H: -0.1306 2.9572 0.1589  0.29
H: -0.0597 -2.9566 -1.9389  0.27
H: 1.6134 -2.4577 -1.1435  0.24

Atomic forces in eV per Å
C 1.285 -2.442 0.123
C 0.284 -0.809 -1.242
C 0.079 0.143 4.931
C 3.535 -0.451 0.054
C -0.345 0.170 -2.292
C -1.128 -1.394 -1.136
N 1.140 -0.241 -0.422
O -1.496 -0.565 2.131
H -2.071 1.698 0.371
H 1.155 -0.291 -0.488
H 0.335 0.216 -2.526
H 0.155 -0.010 -0.789
H -1.704 1.578 -0.429
H 0.621 1.436 1.439
H -1.845 0.962 0.277

No. 3
The following is a DFT calculation (ωB97M-V/def2-TZVPD) of the molecule C6H7NO.

Properties
- SMILES = Oc1cc2n(c1)CC2
- gap between HOMO and LUMO (eV) = 8.27
- HOMO (eV) = -7.4
- electronic energy (a.u.) = -362.7263
- relative energy (zero: lowest compared OMol25 entry of this formula, charge and spin) (kcal/mol) = 54.70
- charge = 0
- multiplicity = 1

Last column: Mulliken charge in e.
Cartesian coordinates (Å):
O: -3.1468 0.1105 0.1127  -0.53
C: -1.7628 0.0375 0.0134  0.91
C: -1.0210 1.2120 -0.0146  -1.06
C: 0.3101 0.6957 -0.0007  0.07
N: 0.2303 -0.6942 0.0594  0.11
C: -0.9843 -1.0746 -0.0430  -0.77
C: 1.8255 -0.7353 0.0603  -0.40
C: 1.7538 0.8318 0.0216  -0.28
H: -3.3893 -0.7913 -0.0964  0.28
H: -1.3362 2.2534 -0.1546  0.34
H: -1.3253 -2.0931 -0.1882  0.37
H: 2.2183 -1.1333 0.9969  0.25
H: 2.2477 -1.2598 -0.8599  0.26
H: 2.1496 1.3265 0.9286  0.21
H: 2.2306 1.3142 -0.8356  0.24

Atomic forces in eV per Å
O 0.701 -0.717 -0.429
C -2.218 1.702 -0.136
C 2.997 0.116 -0.222
C -3.334 -0.361 0.357
N 7.096 3.986 -0.386
C -4.032 -3.355 0.085
C -1.273 -0.548 -1.157
C 1.557 0.143 0.458
H -0.886 -0.212 0.036
H 0.026 -0.761 0.349
H 0.154 0.042 0.343
H -0.135 -0.182 -0.236
H -0.568 0.723 1.316
H -0.008 -0.348 -0.312
H -0.076 -0.229 -0.066

No. 4
The following is a DFT calculation (ωB97M-V/def2-TZVPD) of the molecule C6H7NO.

Properties
- SMILES = C=C(C)CC(=O)C#N
- gap between HOMO and LUMO (eV) = 10.66
- HOMO (eV) = -10.1
- electronic energy (a.u.) = -362.7319
- relative energy (zero: lowest compared OMol25 entry of this formula, charge and spin) (kcal/mol) = 51.22
- charge = 0
- multiplicity = 1

Last column: Mulliken charge in e.
Cartesian coordinates (Å):
C: 0.3480 -0.6416 1.4535  -0.99
C: -0.2891 -0.5107 0.2653  0.65
C: -0.3224 -1.4885 -0.8537  -1.14
C: -0.9268 0.8688 0.1376  -0.55
C: 0.3532 1.6143 0.3630  0.48
O: 0.7157 2.5084 1.0451  -0.44
C: 1.2590 1.1482 -1.0633  0.20
N: 1.8940 1.1582 -2.0274  -0.44
H: 0.9695 -1.4973 1.6689  0.32
H: 0.0425 -0.0631 2.3139  0.28
H: -1.3390 -1.8878 -0.9265  0.32
H: -0.0830 -1.0357 -1.8140  0.31
H: 0.3686 -2.3084 -0.6720  0.36
H: -1.6308 1.0684 0.9497  0.29
H: -1.3592 1.0668 -0.8402  0.34

Atomic forces in eV per Å
C -0.979 -1.454 -0.847
C 0.104 -0.095 1.748
C 0.158 0.005 -0.012
C 0.233 -0.377 1.010
C 0.276 1.213 -3.618
O -0.019 -1.082 -0.079
C -0.013 1.522 1.932
N -0.359 -0.297 0.243
H 0.032 -0.187 -0.028
H 0.440 0.576 -0.125
H 0.041 -0.026 0.006
H 0.044 0.080 -0.030
H -0.030 -0.070 -0.002
H -0.068 -0.009 -0.208
H 0.141 0.203 0.010

No. 5
The following is a DFT calculation (ωB97M-V/def2-TZVPD) of a cluster of 2 separate species, C6H7NO in total.

Properties
- gap between HOMO and LUMO (eV) = 8.53
- HOMO (eV) = -8.8
- electronic energy (a.u.) = -362.5703
- relative energy (zero: lowest compared OMol25 entry of this formula, charge and spin) (kcal/mol) = 152.60
- charge = 0
- multiplicity = 1

Last column: Mulliken charge in e.
Cartesian coordinates (Å):
C: 1.9211 -0.9977 -0.2635  -1.08
C: 0.2589 -1.0923 -0.5432  -0.24
C: -0.6829 -0.0232 -0.6726  0.60
C: -2.1498 -0.2393 -0.5865  -0.49
C: -3.2580 -0.4918 0.1431  -0.35
C: -0.2130 1.2714 -0.3926  0.34
H: 2.0119 -1.5138 0.6941  0.32
H: 2.3835 -1.7502 -0.9313  0.36
H: 2.3872 -0.0147 -0.1986  0.35
H: 0.0770 -2.1834 -0.2881  0.31
H: -4.4537 -0.2967 1.1008  0.35
H: 1.0443 2.4309 0.6888  0.22
H: 0.5844 1.1478 1.6668  0.22
N: 0.4415 1.6211 0.7767  -0.37
O: -0.3523 2.1319 -1.1939  -0.54

Atomic forces in eV per Å
C -3.007 -0.902 -0.334
C 0.802 1.531 1.200
C 0.839 -7.269 1.535
C -6.315 -1.550 5.665
C 3.718 2.604 -1.724
C 1.377 2.291 1.533
H -0.009 0.330 0.321
H -0.080 0.941 -0.168
H -0.157 -0.230 -0.437
H -0.817 1.486 -1.243
H 4.251 -0.790 -3.816
H -0.570 0.031 -0.152
H -0.451 -0.501 -0.903
N 0.781 -0.241 0.912
O -0.361 2.268 -2.388

No. 6
The following is a DFT calculation (ωB97M-V/def2-TZVPD) of a structure of composition C6H7NO.

Properties
- gap between HOMO and LUMO (eV) = 9.41
- HOMO (eV) = -8.8
- electronic energy (a.u.) = -362.6626
- relative energy (zero: lowest compared OMol25 entry of this formula, charge and spin) (kcal/mol) = 94.70
- charge = 0
- multiplicity = 1

Last column: Mulliken charge in e.
Cartesian coordinates (Å):
C: -0.5130 1.2599 0.9920  -0.78
C: -0.8677 1.9167 -0.1098  -0.31
C: 2.2689 -0.2926 -0.6604  -0.91
C: 1.2110 -0.6456 0.0705  -0.66
C: -0.9948 -1.0792 0.2484  -0.28
C: -0.0910 0.0658 0.1095  1.68
N: -2.1237 -1.0613 -0.4140  -0.57
O: -0.4331 0.9777 -1.0379  -0.43
H: -0.6450 1.6255 2.0334  0.28
H: -1.3775 2.7316 -0.4013  0.49
H: 3.1262 -0.8673 -0.6576  0.34
H: 2.1167 0.4359 -1.3989  0.31
H: 1.4746 -1.2706 0.8405  0.30
H: -0.4936 -1.8772 0.8324  0.29
H: -2.6580 -1.9192 -0.4468  0.24

Atomic forces in eV per Å
C -0.182 1.644 1.187
C 2.137 -4.020 0.946
C -2.655 -0.087 -0.091
C 2.210 3.314 -1.088
C -3.970 -0.746 -2.065
C -0.163 1.362 -0.047
N 2.646 -0.013 1.311
O 0.326 -0.945 0.144
H 0.353 -1.118 -0.758
H -1.482 2.804 -0.928
H 1.834 -0.841 0.211
H 0.189 1.016 -1.020
H -0.276 -1.901 1.813
H -1.082 -0.074 -0.214
H 0.115 -0.395 0.600

Number 1: F_max 4.1 eV/Å. Number 2: F_max 4.9 eV/Å. Number 3: F_max 8.1 eV/Å. Number 4: F_max 3.8 eV/Å. Number 5: F_max 8.6 eV/Å. Number 6: F_max 4.6 eV/Å.